# 1
35
Properties=species:S:1:pos:R:3 method="wB97M-V/def2-TZVPD" relative_energy_kcal_mol=14.5 e_lumo_ev="-0.4 / -7.4" energy_ha=-791.3431 homo_lumo_gap_ha="0.4009 / 0.1397" multiplicity=2 homo_energy_ev="-11.32 / -11.20" charge=0
B 8.90025 -17.56649 -11.74531
H 9.27730 -16.60713 -12.06422
H 8.62182 -17.48218 -10.70627
H 8.04796 -17.83888 -12.34835
H 9.64318 -18.33249 -11.90514
O 13.16157 -18.80820 -12.82614
H 12.21314 -18.93474 -12.79942
H 13.52074 -19.69433 -12.87097
O 6.82390 -15.48761 -10.97240
H 7.39909 -16.22284 -11.18413
H 6.55150 -15.64846 -10.06898
O 9.69357 -14.45555 -12.82082
H 9.55356 -14.48935 -13.76713
H 9.43108 -15.32139 -12.50831
O 7.35586 -15.58639 -14.35307
H 7.81367 -16.42692 -14.34110
H 7.45162 -15.27374 -15.25269
O 10.35274 -19.65887 -13.94322
H 9.93763 -19.55168 -14.79903
H 9.85546 -19.08386 -13.36158
O 11.85484 -16.45836 -11.86797
H 11.20574 -16.95601 -11.37073
H 11.33658 -15.88240 -12.43005
O 5.90812 -18.96427 -11.96349
H 6.37090 -18.88611 -11.12925
H 6.55604 -18.71311 -12.62180
O 10.46862 -16.46362 -9.14521
H 9.65336 -16.60867 -9.62535
H 10.64589 -15.52885 -9.25017
O 7.01083 -18.61027 -9.20193
H 7.73339 -18.53255 -9.82491
H 6.82620 -17.70979 -8.93498
O 10.28264 -20.98333 -11.45264
H 10.01383 -20.17947 -11.00791
H 10.34293 -20.73812 -12.37594


# 2
15
Properties=species:S:1:pos:R:3 method="wB97M-V/def2-TZVPD" e_lumo_ev="-10.7 / -10.6" energy_ha=-2430.0825 homo_lumo_gap_ha="0.2401 / 0.2450" multiplicity=7 homo_energy_ev="-17.27 / -17.28" charge=+2
N 2.30099 -1.05584 0.32382
B 1.57567 0.05292 -0.29561
O 2.01824 1.40547 -0.13425
S -0.00058 -0.44270 -1.25772
O -0.35726 -1.85017 -1.01671
O 0.40107 -0.24338 -2.66637
N -1.33856 0.64152 -1.01609
S -2.11030 0.40334 0.43875
O -1.30041 -0.35880 1.48716
O -2.36814 1.85848 1.01928
I -4.29458 -0.62036 0.28527
H 2.62422 -1.70754 -0.39413
H 1.59008 -1.56156 0.85430
H 1.87161 1.61011 0.79246
Tb -0.61206 1.86850 1.57985


# 3
16
Properties=species:S:1:pos:R:3 method="wB97M-V/def2-TZVPD" relative_energy_kcal_mol=20.3 e_lumo_ev=1.3 energy_ha=-2308.3205 homo_lumo_gap_ha=0.2612 homo_energy_ev=-5.78 charge=-1
Ba 0.53582 0.46786 -1.37116
Cl 2.14192 -1.81617 0.17840
O 2.48140 -2.92970 0.95867
O 3.20828 -0.93306 -0.09273
O 1.51725 -1.99258 -1.06140
O 1.18537 -1.04406 0.91995
Cl 0.00438 3.35270 -0.20188
O 0.06940 2.14536 0.58147
O 0.74356 3.13387 -1.41468
O -1.34833 3.77999 -0.51927
O 0.61140 4.44491 0.55841
Cl -2.10056 -1.69500 0.30119
O -1.34901 -2.86975 0.16645
O -1.89108 -0.58584 -0.55156
O -3.57238 -2.15123 -0.08625
O -2.23743 -1.30730 1.63439


# 4
26
Properties=species:S:1:pos:R:3 method="wB97M-V/def2-TZVPD" relative_energy_kcal_mol=72.2 e_lumo_ev=6.3 energy_ha=-3830.0481 homo_lumo_gap_ha=0.3042 homo_energy_ev=-2.02 charge=-3
Ba -0.73291 -0.20377 0.19421
Cl 2.51504 -2.62419 -1.03412
O 2.80683 -3.80855 -0.37979
O 3.41830 -1.57676 -0.96554
O 2.21552 -2.79324 -2.41776
O 1.37079 -2.10377 -0.25789
Cl -1.16528 -0.03587 -3.94522
O -0.67868 0.18271 -2.57444
O -1.30198 1.25919 -4.65795
O -0.47149 -1.13020 -4.65379
O -2.50200 -0.51889 -3.91477
Cl 1.60029 -1.16554 3.42554
O 2.54846 -1.78006 2.52744
O 0.39619 -1.09608 2.70247
O 1.44022 -2.13124 4.54578
O 1.70009 0.23494 4.01602
Cl -4.97829 1.06442 0.83562
O -5.13183 1.54792 2.10844
O -5.20222 2.10099 -0.05572
O -3.61509 0.52050 0.59007
O -5.94229 0.07447 0.75053
Cl 2.38716 2.87111 0.58251
O 3.44042 2.14963 -0.01122
O 2.56797 2.83639 1.95905
O 2.04935 4.14335 0.24418
O 1.26542 1.98253 0.38634


# 5
28
Properties=species:S:1:pos:R:3 method="wB97M-V/def2-TZVPD" relative_energy_kcal_mol=711.9 e_lumo_ev=-6.8 energy_ha=-711.9593 homo_lumo_gap_ha=0.2775 homo_energy_ev=-14.36 charge=+2
Ba 0.01165 0.04228 -0.01997
O -0.15648 -0.18222 -2.13212
H -0.46980 0.27933 -2.90996
H -0.56782 -1.04503 -2.18306
O -0.37302 -1.90991 -0.53610
H 0.00732 -2.46739 -1.21490
H -0.76195 -2.52287 0.08779
O -1.07693 1.70105 -0.37299
H -0.61508 2.50538 -0.13639
H -1.45381 1.88496 -1.23343
O -0.84873 0.75203 1.58960
H -0.54746 1.31978 2.29893
H -1.67836 0.39360 1.90500
O 0.18159 -1.13807 1.68741
H 0.32058 -2.00168 2.07612
H -0.12103 -0.59364 2.41421
O 1.32675 0.85815 1.09343
H 2.24576 0.74031 1.33380
H 1.04808 1.63223 1.58265
O 1.75313 -0.86620 -0.05272
H 2.50658 -0.77646 -0.63624
H 1.81752 -1.75885 0.28680
O -1.98528 -0.44799 -0.36100
H -2.46135 0.21227 -0.86464
H -2.47174 -1.25908 -0.50839
O 1.11943 1.35234 -1.05764
H 1.90394 1.15310 -1.56859
H 1.34649 2.14261 -0.56758


# 6
26
Properties=species:S:1:pos:R:3 method="wB97M-V/def2-TZVPD" relative_energy_kcal_mol=0.4 e_lumo_ev=-3.7 energy_ha=-726.0616 homo_lumo_gap_ha=0.3775 homo_energy_ev=-13.95 charge=+1
Be 3.34069 -29.51692 -8.43017
F 3.52995 -28.06937 -8.63573
O 1.46467 -27.29462 -5.74837
H 1.14690 -27.57764 -4.89370
H 2.36612 -27.53191 -5.96664
O 2.74779 -30.26636 -7.07024
H 1.85156 -30.65311 -7.25793
H 2.75707 -30.23829 -6.10401
O 0.73140 -28.54645 -8.22684
H 0.77485 -27.98844 -8.98484
H 0.94686 -27.97925 -7.46155
O 3.92876 -28.17993 -5.68169
H 3.77948 -27.89248 -4.79438
H 4.69636 -27.63991 -5.82108
O 3.84661 -25.93715 -7.36373
H 3.76195 -26.79592 -7.74685
H 2.94081 -25.70620 -7.30980
O 4.25588 -27.58578 -11.10964
H 5.19043 -27.51689 -10.99707
H 3.82888 -27.48528 -10.26160
O 2.43507 -30.27661 -9.73759
H 2.83311 -29.95776 -10.57727
H 1.53241 -29.99170 -9.87771
O 4.86769 -30.40624 -8.73171
H 5.33919 -30.71764 -7.95716
H 5.56242 -29.84408 -9.13792